C19H22N2O7Sb2V | ωB97M-V/def2-TZVPD

Results
Kohn-Sham gap (spin up / spin down): 8.06 / 8.46 eV
Spin multiplicity: 4
⟨S²⟩: 3.76
LUMO level (spin up / spin down): -0.273 / -0.497 eV
Net charge: 0
HOMO level (spin up / spin down): -8.333 / -8.958 eV

The geometry in XYZ format:
```
53
Properties=species:S:1:pos:R:3:lowdin_charge:R:1
V -0.641 0.351 -1.571 0.53
O -3.154 -2.804 -2.295 0.06
C -2.749 -1.741 -1.867 -0.58
O -1.662 -1.169 -2.302 -0.22
C -3.539 -1.060 -0.756 -0.03
C -4.664 -1.736 -0.327 0.07
C -5.453 -1.227 0.688 -0.13
C -5.153 -0.035 1.307 0.08
C -4.036 0.660 0.891 -0.04
C -3.187 0.184 -0.154 -0.25
O -2.136 0.857 -0.503 -0.19
N -3.767 1.920 1.592 -0.34
O -4.492 2.194 2.535 0.06
O -2.858 2.635 1.219 0.08
N -6.633 -1.972 1.121 -0.36
O -7.303 -1.501 2.024 0.07
O -6.879 -3.025 0.566 0.08
H -4.909 -2.674 -0.805 0.13
H -5.771 0.351 2.101 0.13
C 2.163 3.953 -2.573 -0.32
Sb 1.578 1.976 -2.023 1.31
C 0.769 2.451 -0.076 -0.30
C 3.520 1.208 -1.404 -0.31
C 3.609 0.940 0.068 -0.30
C 3.858 2.014 0.925 -0.07
C 3.904 1.857 2.299 -0.08
C 3.704 0.598 2.847 -0.08
C 3.484 -0.482 2.009 -0.05
C 3.440 -0.341 0.621 -0.29
C 3.223 -1.557 -0.225 -0.31
Sb 1.185 -1.718 -0.922 1.39
C 0.268 -2.212 0.942 -0.28
C 1.202 -3.626 -1.855 -0.28
H 2.748 4.395 -1.768 0.01
H 1.276 4.560 -2.750 0.01
H 2.758 3.923 -3.484 0.01
H 1.419 3.199 0.373 0.02
H 0.758 1.582 0.584 0.02
H -0.244 2.849 -0.157 0.01
H 4.236 1.979 -1.692 0.06
H 3.727 0.328 -2.009 0.04
H 4.020 2.997 0.495 0.11
H 4.097 2.710 2.936 0.11
H 3.732 0.454 3.919 0.11
H 3.354 -1.470 2.436 0.11
H 3.420 -2.459 0.356 0.07
H 3.890 -1.576 -1.088 0.06
H 0.792 -3.042 1.415 0.01
H -0.767 -2.497 0.755 0.01
H 0.285 -1.347 1.604 0.01
H 1.526 -4.365 -1.124 0.01
H 1.867 -3.643 -2.715 0.01
H 0.187 -3.846 -2.182 0.01
```

=====

C19H22N4O2 | ωB97M-V/def2-TZVPD

Results
Kohn-Sham gap: 8.67 eV
Spin multiplicity: 1
SMILES: C[C@@H](NC(=O)Cn1c(NCCO)nc2ccccc21)c1ccccc1
ΔE to the lowest compared entry with this formula, charge and spin: 0.0000 eV
LUMO level: 0.668 eV
Net charge: 0
HOMO level: -8.005 eV

The geometry in XYZ format:
```
47
Properties=species:S:1:pos:R:3:lowdin_charge:R:1
C 1.023 1.451 -2.134 -0.03
C 1.497 1.578 -0.689 -0.31
N 0.471 1.055 0.202 0.13
C 0.049 1.738 1.277 -0.46
O 0.517 2.799 1.635 0.06
C -1.096 1.083 2.074 -0.03
N -1.933 0.225 1.292 0.03
C -1.792 -1.120 1.061 -0.37
N -0.875 -1.882 1.729 0.07
C -0.527 -3.149 1.122 -0.17
C 0.453 -2.961 -0.047 -0.23
O 0.023 -1.953 -0.932 -0.10
N -2.649 -1.597 0.194 0.15
C -3.416 -0.522 -0.192 -0.22
C -4.467 -0.449 -1.094 -0.02
C -5.044 0.789 -1.306 -0.10
C -4.593 1.930 -0.646 -0.10
C -3.547 1.876 0.258 -0.02
C -2.972 0.639 0.476 -0.16
C 2.810 0.869 -0.436 -0.18
C 2.995 -0.454 -0.819 -0.04
C 4.191 -1.099 -0.555 -0.08
C 5.216 -0.429 0.092 -0.09
C 5.037 0.887 0.480 -0.08
C 3.840 1.531 0.219 -0.03
H 1.800 1.799 -2.810 0.09
H 0.129 2.050 -2.286 0.08
H 0.790 0.416 -2.370 0.07
H 1.612 2.635 -0.423 0.14
H 0.081 0.159 -0.059 0.12
H -0.665 0.530 2.915 0.13
H -1.699 1.893 2.492 0.14
H -0.086 -1.374 2.105 0.13
H -1.460 -3.587 0.762 0.12
H -0.084 -3.798 1.880 0.12
H 1.429 -2.632 0.323 0.11
H 0.581 -3.916 -0.574 0.12
H -0.904 -2.123 -1.156 0.09
H -4.815 -1.332 -1.607 0.11
H -5.864 0.878 -2.002 0.10
H -5.069 2.878 -0.845 0.10
H -3.194 2.763 0.762 0.11
H 2.203 -0.984 -1.323 0.09
H 4.325 -2.127 -0.859 0.10
H 6.150 -0.933 0.295 0.10
H 5.831 1.415 0.988 0.10
H 3.699 2.556 0.530 0.12
```

=====

C19H22N4O4 | ωB97M-V/def2-TZVPD

Results
Kohn-Sham gap: 9.18 eV
Spin multiplicity: 1
SMILES: COc1cccc(OCc2cc(C(=O)N[C@@H](C)c3cnn(C)c3C)no2)c1
ΔE to the lowest compared entry with this formula, charge and spin: 3.9366 eV
LUMO level: 0.614 eV
Net charge: 0
HOMO level: -8.568 eV

The geometry in XYZ format:
```
49
Properties=species:S:1:pos:R:3:lowdin_charge:R:1
C -3.101 -4.040 0.874 -0.09
O -3.031 -2.651 1.088 -0.08
C -3.755 -1.831 0.276 -0.27
C -4.569 -2.255 -0.765 -0.04
C -5.252 -1.311 -1.517 -0.08
C -5.135 0.035 -1.251 -0.02
C -4.314 0.463 -0.206 -0.26
O -4.264 1.818 -0.015 -0.02
C -3.442 2.330 0.998 -0.12
C -1.985 2.135 0.722 -0.24
C -1.303 1.763 -0.401 0.08
C 0.053 1.780 0.014 -0.18
C 1.244 1.446 -0.809 -0.44
O 1.149 1.063 -1.961 0.06
N 2.402 1.615 -0.153 0.12
C 3.706 1.335 -0.737 -0.31
C 4.627 2.533 -0.529 -0.04
C 4.267 0.073 -0.155 -0.14
C 5.250 -0.083 0.836 -0.11
N 5.462 -1.357 1.097 0.07
N 4.636 -2.038 0.307 -0.18
C 4.613 -3.470 0.342 -0.02
C 3.887 -1.224 -0.471 -0.22
C 2.889 -1.748 -1.435 0.00
N 0.142 2.134 1.274 0.11
O -1.113 2.354 1.721 0.03
C -3.630 -0.468 0.554 0.06
H -2.455 -4.487 1.628 0.09
H -4.121 -4.416 1.002 0.10
H -2.736 -4.311 -0.122 0.10
H -4.680 -3.301 -1.000 0.10
H -5.886 -1.641 -2.327 0.11
H -5.661 0.774 -1.831 0.12
H -3.689 1.902 1.980 0.14
H -3.665 3.403 1.030 0.15
H -1.682 1.511 -1.368 0.13
H 2.362 1.893 0.817 0.14
H 3.521 1.189 -1.808 0.15
H 4.741 2.743 0.532 0.08
H 5.606 2.325 -0.952 0.09
H 4.211 3.412 -1.015 0.08
H 5.811 0.668 1.355 0.10
H 5.347 -3.792 1.077 0.09
H 4.870 -3.885 -0.635 0.09
H 3.625 -3.834 0.631 0.09
H 2.153 -2.368 -0.923 0.09
H 3.374 -2.359 -2.197 0.09
H 2.368 -0.928 -1.922 0.06
H -2.982 -0.194 1.370 0.12
```

=====

C19H22N4O5 | ωB97M-V/def2-TZVPD

Results
Kohn-Sham gap: 8.40 eV
Spin multiplicity: 1
SMILES: COC(=O)N1CCN(C(=O)CNC(=O)c2cc(OC)c3ccccc3n2)CC1
ΔE to the lowest compared entry with this formula, charge and spin: 0.4374 eV
LUMO level: -0.240 eV
Net charge: 0
HOMO level: -8.637 eV

The geometry in XYZ format:
```
50
Properties=species:S:1:pos:R:3:lowdin_charge:R:1
C 7.227 2.452 -2.150 -0.05
O 5.922 2.107 -1.642 -0.05
C 5.838 2.178 -0.271 -0.51
O 6.814 2.233 0.463 0.07
N 4.582 2.078 0.298 -0.01
C 4.387 2.011 1.753 -0.13
C 3.233 1.122 2.154 -0.11
N 2.004 1.426 1.375 -0.05
C 0.846 1.806 2.032 -0.44
O 0.883 1.779 3.242 0.06
C -0.435 2.110 1.286 -0.08
N -1.082 0.881 0.739 0.09
C -2.399 0.820 0.291 -0.41
O -3.048 1.854 0.236 0.06
C -3.007 -0.520 -0.070 -0.13
C -4.416 -0.671 -0.285 0.08
C -4.997 -1.927 -0.582 -0.17
O -6.369 -2.153 -0.778 -0.09
C -7.301 -1.081 -0.594 -0.07
C -4.118 -2.981 -0.722 -0.10
C -4.550 -4.310 -0.993 0.01
C -3.675 -5.384 -1.032 -0.08
C -2.349 -5.169 -0.792 -0.10
C -1.880 -3.908 -0.559 -0.02
C -2.724 -2.784 -0.518 -0.23
N -2.191 -1.591 -0.241 0.15
C 2.201 1.455 -0.069 -0.14
C 3.364 2.349 -0.511 -0.11
H 7.223 2.373 -3.242 0.09
H 7.455 3.512 -1.908 0.10
H 7.983 1.789 -1.734 0.09
H 5.222 1.716 2.374 0.12
H 4.202 3.016 2.173 0.14
H 3.112 1.182 3.245 0.13
H 3.517 0.080 1.957 0.13
H -0.286 2.917 0.557 0.12
H -1.093 2.513 2.067 0.13
H -0.566 0.007 0.744 0.13
H -5.026 0.180 -0.204 0.09
H -7.335 -0.847 0.499 0.11
H -7.027 -0.187 -1.170 0.09
H -8.295 -1.428 -0.933 0.10
H -5.609 -4.505 -1.205 0.12
H -3.987 -6.387 -1.301 0.11
H -1.668 -5.998 -0.737 0.11
H -0.816 -3.766 -0.248 0.13
H 2.400 0.396 -0.341 0.13
H 1.245 1.744 -0.588 0.13
H 3.077 3.415 -0.490 0.13
H 3.506 2.095 -1.571 0.12
```